w.
Computed, not measured: a 2-piece molecular cluster, CH5OS overall, with ωB97M-V/def2-TZVPD.

M ... 65.1 g/mol
Charge ... -1
HOMO-LUMO gap ... 6.61 eV
LUMO energy ... 4.262 eV

The geometry in XYZ format:
```
8
CH5OS, DFT ωB97M-V/def2-TZVPD
C 0.12640 -0.85426 0.80090
S -1.67367 -0.59449 0.76316
H 0.46720 -1.35201 1.71318
H 0.49664 -1.45951 -0.04153
H 0.76520 0.04177 0.74195
H 0.26870 2.09797 -1.24298
H -0.42712 0.80411 -1.00444
O -0.02337 1.31641 -1.73024
```

Charges in e, computed with Löwdin, in the same order as the atoms: atom 1 (C): -0.78, atom 2 (S): 0.01, atom 3 (H): -0.03, atom 4 (H): -0.01, atom 5 (H): -0.02, atom 6 (H): 0.02, atom 7 (H): -0.07, atom 8 (O): -0.12



x.
Computed, not measured: a 2-piece molecular cluster, CH5OS overall, with ωB97M-V/def2-TZVPD.

M ... 65.1 g/mol
Charge ... -1
HOMO-LUMO gap ... 6.80 eV
LUMO energy ... 4.368 eV

The geometry in XYZ format:
```
8
CH5OS, DFT ωB97M-V/def2-TZVPD
C 0.88566 0.56360 0.68800
S -0.66364 1.49925 0.27286
H 1.82282 1.12020 0.66341
H 1.00994 -0.36375 0.12640
H 0.80666 0.22054 1.72967
H -1.57088 -1.72620 -0.99389
H -1.09253 -0.29332 -0.92036
O -1.19803 -1.02032 -1.56608
```

Charges in e, computed with Löwdin, in the same order as the atoms: atom 1 (C): -0.69, atom 2 (S): 0.06, atom 3 (H): -0.02, atom 4 (H): -0.02, atom 5 (H): -0.03, atom 6 (H): 0.02, atom 7 (H): -0.15, atom 8 (O): -0.18



Computed energies relative to the best structure, in kcal/mol: w 1.8; x 0.0



w.
Computed, not measured: one molecule with the formula C5H13N2O, with ωB97M-V/def2-TZVPD.

⟨S²⟩ ... 0.755
M ... 117.2 g/mol
HOMO-LUMO gap (spin up / spin down) ... 10.06 / 7.26 eV
2S+1 ... 2
LUMO energy (spin up / spin down) ... 0.916 / -1.914 eV

The geometry in XYZ format:
```
21
C5H13N2O, DFT ωB97M-V/def2-TZVPD
C 0.14022 1.68674 -0.29178
N -0.74109 1.89855 0.84806
C -0.46899 0.81369 1.86446
O 0.76121 0.46736 1.98966
C -0.13943 0.41920 -1.04384
C 0.99357 -0.78809 -0.66979
C 0.36924 -2.13097 -0.78992
N -0.86842 -2.23358 -1.70387
H 0.08591 2.57783 -0.87744
H 1.25703 1.76464 -0.11850
H -0.53371 2.84044 1.03211
H -1.21624 -0.00141 1.69179
H -0.87475 1.13136 2.88240
H -1.14308 0.01164 -0.72071
H -0.07856 0.33788 -2.16967
H 1.99777 -0.60004 -1.29885
H 1.29903 -0.53559 0.41708
H 1.18070 -2.90828 -1.30209
H 0.23002 -2.49717 0.16298
H -0.67877 -1.77618 -2.61213
H -1.71618 -1.74225 -1.42830
```

Charges in e, computed with Löwdin, in the same order as the atoms: atom 1 (C): -0.31, atom 2 (N): -0.03, atom 3 (C): -0.38, atom 4 (O): 0.03, atom 5 (C): -0.17, atom 6 (C): -0.20, atom 7 (C): -0.28, atom 8 (N): -0.03, atom 9 (H): 0.10, atom 10 (H): 0.13, atom 11 (H): 0.08, atom 12 (H): 0.14, atom 13 (H): 0.17, atom 14 (H): 0.10, atom 15 (H): 0.11, atom 16 (H): 0.14, atom 17 (H): 0.08, atom 18 (H): 0.15, atom 19 (H): 0.06, atom 20 (H): 0.06, atom 21 (H): 0.04



x.
Computed, not measured: a 2-piece molecular cluster, C5H13N2O overall, with ωB97M-V/def2-TZVPD.

⟨S²⟩ ... 0.754
M ... 117.2 g/mol
HOMO-LUMO gap (spin up / spin down) ... 9.36 / 9.12 eV
2S+1 ... 2
LUMO energy (spin up / spin down) ... 0.745 / -0.184 eV

The geometry in XYZ format:
```
21
C5H13N2O, DFT ωB97M-V/def2-TZVPD
C -0.84963 2.42004 0.52989
O -0.00787 -1.65131 2.67672
C -0.56616 1.52442 -0.64443
C 0.88968 0.92593 -0.88035
C 1.19340 -0.16457 0.09241
N -1.21754 -1.78979 -0.18608
C -0.08910 -2.17042 -0.66258
N 1.11671 -1.54075 -0.42533
H -0.13676 3.24330 0.63936
H -1.84471 2.85869 0.44839
H -0.83035 1.90184 1.49246
H -0.82205 2.01640 -1.59446
H -1.12414 0.59356 -0.65617
H 0.92026 0.50946 -1.89237
H 1.68763 1.66821 -0.75031
H -0.77306 -2.06786 2.28203
H 1.96145 -0.07964 0.84922
H -1.87763 -2.20010 -0.85235
H 0.38727 -1.27956 1.88293
H 0.10650 -3.06455 -1.26769
H 1.87609 -1.65328 -1.08127
```

Charges in e, computed with Löwdin, in the same order as the atoms: atom 1 (C): -0.11, atom 2 (O): -0.07, atom 3 (C): -0.25, atom 4 (C): -0.19, atom 5 (C): -0.09, atom 6 (N): 0.07, atom 7 (C): -0.31, atom 8 (N): -0.02, atom 9 (H): 0.07, atom 10 (H): 0.07, atom 11 (H): 0.07, atom 12 (H): 0.10, atom 13 (H): 0.07, atom 14 (H): 0.11, atom 15 (H): 0.11, atom 16 (H): 0.01, atom 17 (H): 0.10, atom 18 (H): 0.05, atom 19 (H): -0.03, atom 20 (H): 0.12, atom 21 (H): 0.12



y.
Computed, not measured: C5H13N2O as an isolated structure, with ωB97M-V/def2-TZVPD.

⟨S²⟩ ... 0.755
M ... 117.2 g/mol
HOMO-LUMO gap (spin up / spin down) ... 6.75 / 5.74 eV
2S+1 ... 2
LUMO energy (spin up / spin down) ... -0.632 / -1.646 eV

The geometry in XYZ format:
```
21
C5H13N2O, DFT ωB97M-V/def2-TZVPD
N -0.09772 0.16144 1.89854
C -0.03301 0.16334 0.40445
C 0.63879 -0.96407 -0.22446
C 0.99466 -2.19495 0.63294
O -0.03600 -2.57942 1.49554
C 0.13382 1.44475 -0.39447
N -0.56320 1.36035 -1.65270
C -0.40619 2.57800 -2.34859
H -0.15876 -0.85195 2.09993
H -0.96700 0.57962 2.16122
H -0.59895 -0.81123 -0.25167
H 1.16446 -0.73901 -1.17338
H -2.56746 -1.41959 1.04797
H 1.90418 -1.93206 1.18840
H 1.22550 -3.03918 -0.07723
H -0.25321 2.31949 0.32279
H 1.26153 1.66472 -0.43953
H -3.05662 -0.89045 0.73629
H -0.96743 2.59087 -3.36045
H 0.73953 2.84393 -2.58196
H -0.77970 3.50526 -1.77675
```

Charges in e, computed with Löwdin, in the same order as the atoms: atom 1 (N): 0.15, atom 2 (C): -0.29, atom 3 (C): -0.02, atom 4 (C): -0.41, atom 5 (O): -0.35, atom 6 (C): -0.24, atom 7 (N): 0.00, atom 8 (C): -0.20, atom 9 (H): 0.05, atom 10 (H): 0.07, atom 11 (H): 0.18, atom 12 (H): 0.14, atom 13 (H): 0.03, atom 14 (H): 0.11, atom 15 (H): 0.11, atom 16 (H): 0.16, atom 17 (H): 0.16, atom 18 (H): 0.04, atom 19 (H): 0.09, atom 20 (H): 0.12, atom 21 (H): 0.10



Computed energies relative to the best structure, in kcal/mol: w 47.3; x 0.0; y 119.6



w.
Computed, not measured: an isolated ion of composition C5H10NOS and charge +1, with ωB97M-V/def2-TZVPD.

M ... 132.2 g/mol
Charge ... +1
HOMO-LUMO gap ... 8.86 eV
LUMO energy ... -4.283 eV

The geometry in XYZ format:
```
18
C5H10NOS, DFT ωB97M-V/def2-TZVPD
C 0.74448 -0.19597 0.24715
C 0.11924 0.93287 0.41305
C -1.95585 -0.61909 -0.43152
C 1.98163 -0.92210 0.24437
C 0.81843 2.23797 0.67614
N -0.82488 -1.47500 -0.18569
O -2.08699 -0.52424 -1.79001
S -1.62653 1.06458 0.34049
H -2.86731 -0.96988 0.07274
H 2.77059 -0.17008 0.34413
H 2.16417 -1.45705 -0.68744
H 2.05853 -1.61900 1.07956
H 1.64910 2.11636 1.36283
H 0.11300 2.94764 1.10008
H 1.18508 2.63185 -0.27102
H -0.53443 -1.92640 -1.05234
H -0.90366 -2.11874 0.59284
H -2.80460 0.06629 -2.05536
```

Charges in e, computed with Löwdin, in the same order as the atoms: atom 1 (C): -0.05, atom 2 (C): -0.57, atom 3 (C): -0.63, atom 4 (C): -0.03, atom 5 (C): -0.06, atom 6 (N): 0.13, atom 7 (O): -0.01, atom 8 (S): 1.06, atom 9 (H): 0.13, atom 10 (H): 0.12, atom 11 (H): 0.10, atom 12 (H): 0.10, atom 13 (H): 0.10, atom 14 (H): 0.08, atom 15 (H): 0.11, atom 16 (H): 0.15, atom 17 (H): 0.15, atom 18 (H): 0.12



x.
Computed, not measured: an isolated ion of composition C5H10NOS and charge +1, with ωB97M-V/def2-TZVPD.

M ... 132.2 g/mol
Charge ... +1
HOMO-LUMO gap (spin up / spin down) ... 7.62 / 8.29 eV
LUMO energy (spin up / spin down) ... -4.731 / -4.236 eV

The geometry in XYZ format:
```
18
C5H10NOS, DFT ωB97M-V/def2-TZVPD
C -1.46312 -0.67207 -0.67378
C -1.94243 0.27137 0.44854
C -0.28112 -1.20125 0.00247
C 0.24397 -0.24509 0.94605
C 1.58277 0.37672 0.37200
N 1.06811 1.19105 -0.71034
O -0.68921 0.76480 0.95475
S 3.14038 -0.26129 0.00033
H -2.07171 -1.47635 -1.02197
H -1.26206 -0.07699 -1.65601
H -2.58540 1.15280 0.00472
H -2.60156 -0.35922 1.22642
H 0.16834 -2.19396 -0.12299
H 0.49101 -0.56273 1.97003
H 0.07176 1.22966 -0.36045
H 1.27452 0.64633 -1.51544
H 1.42923 2.10751 -1.03415
H 3.42651 -0.69128 1.16979
```

Charges in e, computed with Löwdin, in the same order as the atoms: atom 1 (C): -0.16, atom 2 (C): -0.13, atom 3 (C): 0.00, atom 4 (C): -0.38, atom 5 (C): -0.50, atom 6 (N): 0.13, atom 7 (O): -0.11, atom 8 (S): 0.92, atom 9 (H): 0.12, atom 10 (H): 0.15, atom 11 (H): 0.17, atom 12 (H): 0.18, atom 13 (H): 0.14, atom 14 (H): 0.17, atom 15 (H): 0.12, atom 16 (H): 0.13, atom 17 (H): 0.20, atom 18 (H): -0.13



y.
Computed, not measured: an isolated ion of composition C5H10NOS and charge +1, with ωB97M-V/def2-TZVPD.

M ... 132.2 g/mol
Charge ... +1
HOMO-LUMO gap (spin up / spin down) ... 6.93 / 8.32 eV
LUMO energy (spin up / spin down) ... -4.378 / -3.969 eV

The geometry in XYZ format:
```
18
C5H10NOS, DFT ωB97M-V/def2-TZVPD
C 0.39550 2.07313 -1.43221
C 0.82904 0.23157 0.79347
C 2.15112 0.58735 0.00421
C -0.43103 -0.06238 0.09214
C -0.56858 -1.18628 -0.89697
N -1.48754 0.84973 0.36463
O -0.73117 2.44296 -1.61209
S 1.97555 1.88300 -1.47855
H 1.23447 -0.73479 1.43572
H 0.59409 1.09472 1.56013
H 2.75225 0.99387 0.67498
H 2.62844 -0.17487 -0.61596
H -0.06992 -1.97645 -0.55382
H -0.43633 -0.85213 -1.89227
H -1.62449 -1.61510 -0.80670
H -1.65413 1.71371 -0.28363
H -1.27084 1.46227 1.13346
H -2.46033 0.37029 0.45658
```

Charges in e, computed with Löwdin, in the same order as the atoms: atom 1 (C): -0.62, atom 2 (C): -0.20, atom 3 (C): -0.29, atom 4 (C): -0.33, atom 5 (C): 0.00, atom 6 (N): 0.14, atom 7 (O): 0.03, atom 8 (S): 1.07, atom 9 (H): 0.19, atom 10 (H): 0.15, atom 11 (H): 0.01, atom 12 (H): 0.08, atom 13 (H): 0.04, atom 14 (H): 0.08, atom 15 (H): 0.12, atom 16 (H): 0.15, atom 17 (H): 0.15, atom 18 (H): 0.22



Computed energies relative to the best structure, in kcal/mol: w 0.0; x 70.1; y 62.8



w.
Computed, not measured: one molecule with the formula C7H9Cl, with ωB97M-V/def2-TZVPD.

⟨S²⟩ ... 2.021
M ... 128.6 g/mol
HOMO-LUMO gap (spin up / spin down) ... 6.47 / 7.75 eV
2S+1 ... 3
LUMO energy (spin up / spin down) ... 0.891 / -2.602 eV

The geometry in XYZ format:
```
17
C7H9Cl, DFT ωB97M-V/def2-TZVPD
C -4.58764 0.56259 -0.24320
C -3.36647 0.62140 -0.23391
C -1.96103 0.91890 -0.08462
C -1.03741 0.01348 0.20374
C 0.84625 -0.15552 -1.36758
C 1.20011 -0.84924 1.10570
C 0.47232 0.15299 0.10076
Cl -1.52060 -1.70866 0.22339
H -5.51649 0.33630 -0.50226
H -1.83239 1.94715 -0.10951
H 0.86141 -1.26351 -1.56191
H 1.88692 -0.02148 -1.28682
H 0.49796 0.57941 -2.10466
H 1.05548 -1.78649 0.60707
H 0.78556 -0.59174 2.06322
H 2.35121 -0.86732 1.11366
H 0.72697 1.23035 0.14630
```

Charges in e, computed with Löwdin, in the same order as the atoms: atom 1 (C): 0.15, atom 2 (C): -0.12, atom 3 (C): -0.15, atom 4 (C): -0.59, atom 5 (C): -0.09, atom 6 (C): -0.09, atom 7 (C): -0.43, atom 8 (Cl): 0.70, atom 9 (H): -0.02, atom 10 (H): 0.09, atom 11 (H): 0.09, atom 12 (H): 0.05, atom 13 (H): 0.09, atom 14 (H): 0.03, atom 15 (H): 0.07, atom 16 (H): 0.10, atom 17 (H): 0.14



x.
Computed, not measured: a 2-piece molecular cluster, C7H9Cl overall, with ωB97M-V/def2-TZVPD.

⟨S²⟩ ... 2.051
M ... 128.6 g/mol
HOMO-LUMO gap (spin up / spin down) ... 8.17 / 9.11 eV
2S+1 ... 3
LUMO energy (spin up / spin down) ... 0.916 / -1.058 eV

The geometry in XYZ format:
```
17
C7H9Cl, DFT ωB97M-V/def2-TZVPD
C -2.06091 0.76310 -3.24251
C -2.32204 0.57734 -2.07125
C 1.97062 -1.09377 0.17446
C 1.28032 -0.07360 -0.40216
C -2.59121 0.42177 -0.74287
C -0.26306 0.32748 1.55929
C 0.19396 0.60166 0.17094
Cl -3.24233 1.72477 0.16755
H -1.83704 0.87693 -4.26059
H 2.81534 -1.54400 -0.31401
H 1.71565 -1.47728 1.14572
H 1.58541 0.25497 -1.38747
H -0.47094 -0.73282 1.70719
H -1.15426 0.89943 1.80169
H 0.52377 0.60165 2.26813
H -0.17640 1.48145 -0.32469
H -2.59109 -0.53725 -0.25855
```

Charges in e, computed with Löwdin, in the same order as the atoms: atom 1 (C): 0.15, atom 2 (C): -0.25, atom 3 (C): 0.01, atom 4 (C): -0.21, atom 5 (C): -0.59, atom 6 (C): -0.13, atom 7 (C): -0.18, atom 8 (Cl): 0.65, atom 9 (H): 0.02, atom 10 (H): 0.04, atom 11 (H): 0.04, atom 12 (H): 0.09, atom 13 (H): 0.08, atom 14 (H): 0.03, atom 15 (H): 0.09, atom 16 (H): 0.08, atom 17 (H): 0.07



Computed energies relative to the best structure, in kcal/mol: w 41.1; x 0.0